<w>
Here is C15H22O5 in the gas phase from the Open Molecules 2025 dataset. Energies are from ωB97M-V/def2-TZVPD.

The HOMO-LUMO gap is 10.19 eV. As for the highest occupied orbital energy: -0.3478 Ha. Its lowest unoccupied orbital energy is 0.72 eV.

```
! wB97M-V def2-TZVPD RIJCOSX def2/J DEFGRID3
* xyz 0 1
C -1.40 1.42 1.24
O -0.30 1.96 1.94
C 0.97 1.56 1.47
C 1.19 0.05 1.55
C 2.66 -0.36 1.25
O 3.58 0.68 1.43
C 2.80 -0.98 -0.16
C 2.57 0.05 -1.23
O 3.36 0.93 -1.46
C 1.31 -0.10 -2.07
O 0.34 -0.86 -1.41
C -0.92 -0.85 -2.05
C -1.96 -1.38 -1.09
C -3.25 -0.86 -1.10
C -4.20 -1.34 -0.22
C -3.87 -2.33 0.69
C -2.59 -2.85 0.70
C -1.64 -2.38 -0.19
O 1.19 1.97 0.15
C 1.34 3.36 -0.01
H -2.25 2.05 1.47
H -1.22 1.43 0.16
H -1.62 0.39 1.55
H 1.66 2.08 2.16
H 0.92 -0.26 2.56
H 0.54 -0.44 0.83
H 2.95 -1.13 1.98
H 3.58 1.23 0.63
H 2.10 -1.81 -0.26
H 3.83 -1.34 -0.25
H 1.61 -0.57 -3.03
H 0.94 0.91 -2.30
H -1.18 0.17 -2.35
H -0.89 -1.47 -2.96
H -3.51 -0.07 -1.80
H -5.20 -0.93 -0.23
H -4.61 -2.70 1.38
H -2.33 -3.62 1.41
H -0.64 -2.78 -0.18
H 1.56 3.53 -1.06
H 0.42 3.89 0.27
H 2.16 3.74 0.61
*
```

---

<x>
Here is C15H22O5 in the gas phase from the Open Molecules 2025 dataset. Energies are from ωB97M-V/def2-TZVPD.

The HOMO-LUMO gap is 9.90 eV. As for the highest occupied orbital energy: -0.3330 Ha. Its lowest unoccupied orbital energy is 0.84 eV.

```
! wB97M-V def2-TZVPD RIJCOSX def2/J DEFGRID3
* xyz 0 1
C -6.29 -1.03 0.00
O -5.18 -0.47 -0.67
C -3.98 -0.58 0.04
C -2.84 -0.21 -0.93
C -1.50 -0.36 -0.26
O -0.81 -1.57 -0.44
C -0.26 -0.43 -1.04
C 1.06 0.06 -0.46
O 1.15 -0.27 0.90
C 1.16 1.59 -0.61
O 2.46 2.08 -0.80
C 3.34 1.88 0.29
C 4.05 0.54 0.25
C 4.19 -0.23 1.39
C 4.83 -1.45 1.33
C 5.35 -1.91 0.13
C 5.21 -1.14 -1.01
C 4.57 0.08 -0.95
O -3.98 0.18 1.22
C -4.17 1.58 1.05
H -6.43 -0.58 0.98
H -7.15 -0.84 -0.63
H -6.15 -2.11 0.12
H -3.83 -1.61 0.40
H -2.99 0.81 -1.27
H -2.91 -0.88 -1.79
H -1.44 0.04 0.75
H -0.33 -0.41 -2.13
H 1.88 -0.40 -1.03
H 0.82 -1.17 1.00
H 0.61 1.92 -1.49
H 0.71 2.04 0.29
H 4.09 2.68 0.20
H 2.81 1.99 1.24
H 3.78 0.12 2.33
H 4.94 -2.05 2.23
H 5.85 -2.87 0.09
H 5.61 -1.50 -1.95
H 4.45 0.68 -1.84
H -3.24 2.07 0.76
H -4.94 1.78 0.30
H -4.49 1.96 2.02
*
```

---

<y>
Here is a molecular structure, C15H22O5 from the Open Molecules 2025 dataset. Energies are from ωB97M-V/def2-TZVPD.

The HOMO-LUMO gap is 9.62 eV. As for the highest occupied orbital energy: -0.3349 Ha. Its lowest unoccupied orbital energy is 0.51 eV.

```
! wB97M-V def2-TZVPD RIJCOSX def2/J DEFGRID3
* xyz 0 1
C -4.45 1.43 0.35
H -4.70 1.63 -0.76
H -3.36 1.98 0.37
O -4.40 0.01 0.50
C -3.43 -0.85 -0.32
O -4.07 -1.73 -0.96
C -4.91 -1.26 -1.88
H -5.13 -1.97 -2.78
H -4.31 -0.39 -2.76
H -5.67 -0.69 -1.67
C -2.63 -1.22 0.85
C -2.11 -0.38 1.76
C -0.91 0.30 1.46
O -0.67 -0.58 2.36
C -0.27 0.60 0.09
O -1.03 1.57 -0.39
H -0.33 1.72 -1.17
H -0.33 -0.40 -0.23
C 1.31 1.12 0.33
O 1.70 1.27 -0.79
C 3.06 1.52 -1.01
C 3.86 0.46 -0.33
C 3.67 -0.81 -0.85
C 4.40 -1.94 -0.35
C 5.56 -1.61 0.05
C 5.96 -0.48 0.70
C 5.09 0.38 0.33
H 5.36 1.73 0.64
H 6.65 -0.37 1.46
H 6.22 -2.65 0.66
H 4.23 -2.88 -0.90
H 2.78 -1.10 -1.67
H 3.34 2.44 -0.26
H 3.31 1.66 -1.98
H 1.25 1.88 0.98
H 1.79 0.42 0.96
H -0.89 1.42 1.97
H -2.71 -0.17 2.90
H -1.79 -1.89 0.31
H -3.30 -2.04 1.42
H -2.78 -0.04 -0.60
H -5.35 1.92 1.21
*
```

---

<z>
Here is C15H22O5 in the gas phase from the Open Molecules 2025 dataset. Energies are from ωB97M-V/def2-TZVPD.

The HOMO-LUMO gap is 10.07 eV. As for the highest occupied orbital energy: -0.3388 Ha. Its lowest unoccupied orbital energy is 0.85 eV.

```
! wB97M-V def2-TZVPD RIJCOSX def2/J DEFGRID3
* xyz 0 1
C -4.26 -0.76 -2.03
O -4.08 -1.07 -0.66
C -4.59 -0.13 0.25
C -4.05 1.30 0.10
C -2.58 1.45 0.45
O -2.06 0.74 1.54
C -1.59 0.38 0.27
C -0.15 0.70 -0.05
O 0.00 0.66 -1.45
C 0.79 -0.31 0.62
O 2.10 0.01 0.23
C 3.07 -0.86 0.76
C 4.45 -0.47 0.31
C 5.48 -1.39 0.38
C 6.76 -1.03 -0.01
C 7.02 0.24 -0.49
C 5.98 1.16 -0.56
C 4.71 0.81 -0.17
O -5.99 -0.03 0.16
C -6.67 -1.21 0.55
H -5.25 -0.33 -2.20
H -3.49 -0.07 -2.39
H -4.18 -1.70 -2.56
H -4.30 -0.53 1.24
H -4.64 1.93 0.77
H -4.21 1.65 -0.92
H -2.23 2.47 0.38
H -1.93 -0.58 -0.10
H 0.10 1.71 0.33
H 0.95 0.60 -1.62
H 0.67 -0.25 1.71
H 0.52 -1.33 0.30
H 3.02 -0.83 1.87
H 2.85 -1.90 0.45
H 5.29 -2.39 0.75
H 7.56 -1.76 0.05
H 8.01 0.52 -0.80
H 6.17 2.16 -0.93
H 3.90 1.52 -0.22
H -6.48 -1.43 1.61
H -7.73 -1.01 0.39
H -6.36 -2.06 -0.05
*
```

---

Which of them is the most stable, and which is the least stable? <w> and <y>, in that order.

---

<w>
Here is C7H9NO2S in the gas phase from the Open Molecules 2025 dataset. Energies are from ωB97M-V/def2-TZVPD.

The HOMO-LUMO gap (spin up / spin down) is 8.72 / 6.52 eV. As for the highest occupied orbital energy (spin up / spin down): -0.3435 / -0.2982 Ha. Its lowest unoccupied orbital energy (spin up / spin down) is -0.62 / -1.60 eV.

```
! wB97M-V def2-TZVPD RIJCOSX def2/J DEFGRID3
* xyz 0 1
C 0.33 1.01 -0.68
C -1.84 -0.48 -1.09
C -2.83 -0.39 0.13
C 2.29 -0.69 -0.33
C 1.30 0.29 0.22
C 0.26 -0.85 0.25
C 1.62 1.09 1.50
N -0.56 -0.15 -0.68
O 0.13 2.08 -1.14
O -2.59 -1.26 1.04
S 1.27 -2.24 -0.26
H -1.69 -1.40 -1.56
H -2.23 0.26 -1.76
H -2.64 0.71 0.40
H -3.85 -0.61 -0.27
H 2.78 -0.29 -1.29
H 3.04 -0.91 0.41
H 0.86 1.91 1.51
H 2.70 1.45 1.24
H 1.65 0.47 2.38
*
```

---

<x>
Here is a molecular structure, C7H9NO2S from the Open Molecules 2025 dataset. Energies are from ωB97M-V/def2-TZVPD.

The HOMO-LUMO gap is 9.87 eV. As for the highest occupied orbital energy: -0.3456 Ha. Its lowest unoccupied orbital energy is 0.46 eV.

```
! wB97M-V def2-TZVPD RIJCOSX def2/J DEFGRID3
* xyz 0 1
C -1.54 -0.12 1.69
C -0.84 -1.23 1.84
C 0.76 1.25 0.56
C 1.31 -0.15 -1.69
C -1.28 0.37 0.22
C 1.14 -0.02 -0.19
C -0.19 -0.78 -0.03
N -0.62 1.68 0.17
O -1.09 -0.97 -2.53
O 0.48 -2.74 -1.78
S 0.01 -1.38 -1.72
H -2.30 0.46 2.38
H -0.45 -1.86 2.59
H 0.87 0.96 1.68
H 1.47 2.11 0.31
H 1.03 0.76 -2.08
H 2.37 -0.48 -1.94
H -2.03 0.31 -0.53
H 1.89 -0.57 0.25
H -0.99 2.40 0.78
*
```

---

Which of them is the most stable, and which is the least stable? <x> and <w>, in that order.

---

<w>
Here is 14 unconnected molecules or ions with the total composition H27O14 from the Open Molecules 2025 dataset. Energies are from ωB97M-V/def2-TZVPD.

The HOMO-LUMO gap is 8.79 eV. As for the highest occupied orbital energy: -0.2261 Ha. Its lowest unoccupied orbital energy is 2.64 eV.

```
! wB97M-V def2-TZVPD RIJCOSX def2/J DEFGRID3
* xyz -1 1
O 1.45 -3.40 -0.95
H -4.37 0.87 -0.55
O -3.58 -1.54 -3.14
H -2.16 1.46 2.49
H 1.98 2.05 -1.51
O -0.67 -1.65 3.79
H 0.77 1.60 -0.64
H 3.65 -1.75 -1.55
O 3.18 -1.96 -2.37
H -2.95 1.00 -0.12
H 3.66 -1.66 -3.15
O -3.55 1.28 -0.83
H 1.30 -2.70 -0.32
H -3.33 -0.83 -3.75
O -2.34 2.12 3.20
H 2.77 2.11 2.98
H -1.17 0.90 -3.78
O 3.29 2.24 2.20
H -1.50 -0.22 2.41
H -3.00 2.79 3.35
O 1.16 1.55 -1.60
H -0.32 -2.53 3.55
H 2.67 0.64 -4.37
O 0.31 1.09 0.77
H -0.88 0.51 1.12
H -1.59 -1.77 4.02
O 0.91 2.93 3.31
H 0.19 3.45 3.65
H 0.65 2.35 2.58
O -1.16 0.57 -4.69
H 2.86 1.91 1.40
H 1.92 -3.00 -1.71
O -1.83 0.12 1.57
H -0.88 -3.68 1.66
H -0.90 -0.35 -4.51
O 3.36 0.63 -3.69
H 0.97 0.44 1.03
H 2.76 1.01 -3.03
O -0.35 -3.93 2.42
H -4.17 -1.08 -2.55
H 0.36 -4.53 2.20
*
```

---

<x>
Here is 14 unconnected molecules or ions with the total composition H27O14 from the Open Molecules 2025 dataset. Energies are from ωB97M-V/def2-TZVPD.

The HOMO-LUMO gap is 9.34 eV. As for the highest occupied orbital energy: -0.2555 Ha. Its lowest unoccupied orbital energy is 2.38 eV.

```
! wB97M-V def2-TZVPD RIJCOSX def2/J DEFGRID3
* xyz -1 1
O -0.83 -0.34 1.49
H 0.95 -0.13 2.32
O 2.66 2.63 1.99
H -0.35 -1.11 1.19
H 3.21 -1.82 1.23
O -2.83 2.23 0.22
H 3.72 -3.15 1.46
H 1.55 1.10 -0.91
O 1.97 0.68 -1.68
H 3.93 3.14 -0.36
H 1.81 -0.23 -1.43
O 3.60 3.10 -1.26
H 0.98 0.35 -3.66
H 1.94 2.00 1.79
O 0.17 1.83 1.11
H 1.77 -0.20 3.40
H -2.81 -1.06 1.38
O 1.05 0.35 -4.63
H -1.88 0.01 2.95
H -0.37 2.30 0.47
O 3.97 -2.24 1.65
H -2.14 1.59 0.45
H 1.03 -3.29 -1.23
O -2.60 -0.03 3.63
H -3.34 0.11 3.02
H -3.35 2.50 0.98
O -4.55 -1.19 -2.56
H -3.83 -1.67 -2.98
H -4.18 -0.84 -1.74
O -3.17 -1.53 0.59
H 0.68 1.23 -4.80
H 2.45 -2.65 -1.37
O 1.81 -0.59 2.50
H -3.08 -2.19 -1.75
H -3.42 -0.64 0.25
O 1.63 -2.83 -1.83
H 3.51 2.19 -1.56
H -0.26 0.82 1.19
O -2.16 -2.02 -1.98
H 2.53 3.47 1.56
H -1.79 -1.86 -1.10
*
```

---

<y>
Here is a molecular structure, H27O14 from the Open Molecules 2025 dataset. Energies are from ωB97M-V/def2-TZVPD.

The HOMO-LUMO gap is 9.80 eV. As for the highest occupied orbital energy: -0.2671 Ha. Its lowest unoccupied orbital energy is 2.53 eV.

```
! wB97M-V def2-TZVPD RIJCOSX def2/J DEFGRID3
* xyz -1 1
O -1.29 1.83 2.44
H -0.47 1.77 1.82
O 3.10 -2.21 0.90
H -0.69 -2.25 -2.97
H -3.08 1.62 3.71
O 3.38 -1.07 -2.76
H -2.73 2.57 2.81
H 0.07 -0.47 3.17
O 0.92 -0.37 3.68
H 0.64 0.70 -2.99
H 1.35 0.12 2.85
O 1.33 0.71 -2.29
H -1.71 0.84 2.29
H 2.45 -2.48 1.50
O 0.65 4.90 1.60
H 0.65 0.66 -1.22
H 1.27 -2.24 -3.81
O -0.19 -0.93 1.42
H 0.44 -1.68 1.29
H 1.12 4.63 2.35
O -3.47 2.51 3.37
H 2.62 -0.66 -2.35
H -1.39 0.06 -0.99
O -1.73 2.73 -2.14
H -1.62 1.70 -2.40
H 4.15 -0.46 -2.95
O -1.48 -3.73 2.16
H -0.89 -3.27 1.68
H -1.11 -3.68 3.01
O 0.75 -1.57 -4.13
H -0.20 4.58 1.56
H -1.24 -3.64 -3.26
O -0.79 -3.09 -2.67
H 0.33 1.90 0.05
H 0.76 -0.83 -3.60
O -1.39 -0.91 -1.11
H -2.35 3.16 -2.66
H -1.06 -1.15 -0.34
O 0.17 1.06 -0.07
H 2.75 -1.25 0.42
H -0.02 -0.10 0.61
*
```

---

Which of them is the most stable, and which is the least stable? <w> and <y>, in that order.

---

<w>
Here is a gas-phase ion, CH2ClO3S (charge -1) from the Open Molecules 2025 dataset. Energies are from ωB97M-V/def2-TZVPD.

The HOMO-LUMO gap is 8.65 eV. As for the highest occupied orbital energy: -0.1675 Ha. Its lowest unoccupied orbital energy is 4.10 eV.

```
! wB97M-V def2-TZVPD RIJCOSX def2/J DEFGRID3
* xyz -1 1
C 0.72 0.17 0.58
O -0.65 -0.76 -1.32
O 0.64 -1.10 0.96
O 1.33 0.40 -0.53
S -0.87 -0.53 0.14
Cl -2.77 0.84 0.06
H 0.96 1.02 1.33
H 0.64 -0.06 -1.22
*
```

---

<x>
Here is a molecular structure, CH2ClO3S from the Open Molecules 2025 dataset. Energies are from ωB97M-V/def2-TZVPD.

The HOMO-LUMO gap is 7.08 eV. As for the highest occupied orbital energy: -0.1347 Ha. Its lowest unoccupied orbital energy is 3.41 eV.

```
! wB97M-V def2-TZVPD RIJCOSX def2/J DEFGRID3
* xyz -1 1
C -0.20 -0.43 0.15
O -3.07 0.55 -1.25
O -4.21 0.00 0.87
O -1.75 0.16 0.93
S -3.14 -0.35 -0.07
Cl -0.37 -2.10 -0.10
H -0.23 0.14 -0.76
H 0.53 -0.16 0.90
*
```

---

Which of them is the most stable, and which is the least stable? <w> and <x>, in that order.